Record 1
The following is a DFT calculation (ωB97M-V/def2-TZVPD) of a gas-phase ion, C2H3N2O2 (charge +1) in a non-equilibrium geometry.

Calculated values
Net charge: +1
Max |F|: 7.207 eV/Å
HOMO level: -17.0 eV
SMILES: NC(=O)[NH+]=C=O

Last column: natural (NBO) charge in e.
Positions of all 9 atoms, in Å:
H: -0.5904 -1.9655 -1.1976  0.46
C: 0.7501 1.6425 0.8142  1.01
O: 1.5762 2.3139 1.1815  -0.26
N: -0.7640 -1.0405 -0.7464  -0.80
O: 1.3742 -1.1505 0.1535  -0.42
H: -1.0113 0.8410 0.1803  0.46
N: -0.0485 0.7752 0.4098  -0.74
H: -1.6266 -0.6934 -0.6901  0.42
C: 0.3404 -0.7227 -0.1052  0.86

***

Record 2
The following is a DFT calculation (ωB97M-V/def2-TZVPD) of 2 unconnected molecules or ions with the total composition C2H3N2O2 in a non-equilibrium geometry.

Calculated values
Net charge: +1
Max |F|: 3.265 eV/Å
HOMO level (spin up / spin down): -13.4 / -13.3 eV

Last column: natural (NBO) charge in e.
Positions of all 9 atoms, in Å:
H: 1.9690 0.5449 -0.9453  0.38
H: -0.7483 -1.3201 0.1557  0.23
N: 0.0526 0.5934 -0.0687  -0.81
H: -0.1790 1.5901 -0.0405  0.39
O: 2.8039 -0.8427 0.6592  -0.23
C: 2.5122 -0.0715 -0.1188  0.74
C: -0.9231 -0.2409 0.0429  0.20
N: -2.1812 -0.0439 0.2885  0.18
O: -3.3061 -0.2094 0.0269  -0.07

***

Sequential total energy output: -337.6996 -337.5019 Eh